Entry from the Open Molecules 2025 dataset: a structure of composition C24H66CrF6O26S2 in a non-equilibrium geometry (ωB97M-V/def2-TZVPD).

Calculated values
E	-5350.1484	a.u.
⟨S²⟩	6.004
gap between HOMO and LUMO (spin up / spin down)	7.7 / 7.7	eV
HOMO level (spin up / spin down)	-8.7252 / -8.7252	eV
E_LUMO (spin up / spin down)	-0.0365 / -0.0367	Ha

ORCA input file:
```
! wB97M-V def2-TZVPD RIJCOSX def2/J DEFGRID3
* xyz 0 5
Cr 1.801 -2.760 1.971
C -0.063 -3.378 5.937
F 0.851 -4.258 5.637
F -0.943 -3.927 6.808
F 0.486 -2.281 6.373
S -0.939 -3.063 4.222
O 0.138 -2.962 3.248
O -1.752 -4.260 4.014
O -1.721 -1.831 4.449
C -1.193 -0.838 -0.861
F -2.170 -0.068 -1.315
F -1.679 -2.043 -0.623
F -0.361 -0.960 -1.859
S -0.312 -0.148 0.719
O -1.397 0.071 1.655
O 0.637 -1.161 1.243
O 0.435 1.067 0.324
C -1.004 2.924 3.573
C -0.381 2.057 4.707
O 0.097 0.817 4.314
O -2.126 2.236 3.045
H -0.273 2.988 2.766
H -1.306 3.893 3.971
H -1.099 1.988 5.525
H 0.455 2.641 5.091
H -0.663 0.324 3.997
H -1.815 1.447 2.595
C -2.550 -2.634 -4.306
C -3.206 -2.723 -5.694
O -2.489 -3.569 -6.621
O -1.286 -1.999 -4.317
H -2.504 -3.611 -3.825
H -3.127 -2.075 -3.569
H -3.361 -1.721 -6.093
H -4.252 -3.027 -5.652
H -3.008 -3.528 -7.428
H -0.700 -2.325 -3.630
C 1.552 0.477 -4.502
C 0.302 1.336 -4.588
O 0.529 2.580 -5.227
O 1.758 -0.119 -5.792
H 1.355 -0.318 -3.784
H 2.470 0.995 -4.224
H -0.105 1.553 -3.600
H -0.432 0.735 -5.124
H -0.163 3.173 -4.927
H 0.921 -0.421 -6.150
C 3.058 -1.472 4.496
C 4.217 -2.247 3.818
O 3.746 -3.286 2.904
O 2.173 -1.076 3.404
H 3.365 -0.657 5.151
H 2.506 -2.177 5.117
H 4.751 -2.748 4.624
H 4.871 -1.569 3.270
H 4.519 -3.757 2.583
H 1.493 -0.493 3.749
C 3.755 -0.587 0.235
C 4.067 -0.262 -1.316
O 4.787 -1.285 -1.884
O 3.138 -1.892 0.440
H 3.054 0.130 0.662
H 4.720 -0.451 0.725
H 4.551 0.709 -1.418
H 3.174 -0.179 -1.935
H 5.176 -0.964 -2.701
H 3.762 -2.469 -0.006
C 2.723 2.045 2.412
C 2.926 3.265 3.411
O 4.124 3.931 2.958
O 2.487 2.663 1.061
H 1.939 1.331 2.663
H 3.603 1.409 2.514
H 3.181 2.950 4.423
H 2.010 3.855 3.407
H 4.617 4.171 3.746
H 1.918 2.075 0.559
C 1.683 4.093 -1.840
C 2.946 4.437 -2.600
O 4.101 4.170 -1.795
O 1.529 4.819 -0.617
H 1.619 3.038 -1.575
H 0.792 4.255 -2.448
H 2.965 5.504 -2.819
H 3.038 3.830 -3.501
H 4.814 3.826 -2.337
H 0.685 4.507 -0.283
C 0.892 -5.630 0.923
C -0.030 -4.584 0.244
O 0.819 -3.502 -0.130
O 1.606 -5.053 2.028
H 1.641 -5.983 0.214
H 0.243 -6.423 1.296
H -0.829 -4.144 0.841
H -0.485 -4.957 -0.674
H 0.898 -3.562 -1.085
H 1.893 -5.769 2.599
C -3.899 1.751 -3.646
C -3.901 1.082 -4.963
O -5.136 0.813 -5.537
O -4.265 3.104 -3.858
H -2.934 1.658 -3.148
H -4.596 1.273 -2.958
H -3.462 0.092 -4.845
H -3.241 1.650 -5.619
H -5.420 1.528 -6.113
H -5.215 3.040 -3.984
C -2.541 4.758 -0.796
C -2.154 3.380 -0.342
O -0.755 3.257 -0.364
H -1.895 5.065 -1.619
H -2.390 5.572 -0.088
H -3.570 4.791 -1.155
H -2.543 2.547 -0.927
H -2.340 3.188 0.715
H -0.542 2.326 -0.266
C -4.122 -2.032 1.577
C -4.888 -1.418 2.745
O -4.621 -2.217 3.945
H -4.434 -1.545 0.653
H -4.365 -3.090 1.477
H -3.054 -1.838 1.679
H -5.927 -1.454 2.418
H -4.724 -0.345 2.843
H -3.705 -2.059 4.187
*
```